{
  "formula": "C28H74N7O11",
  "method": "the ωB97M-V functional and the def2-TZVPD basis",
  "elements": ["N", "O", "O", "O", "C", "O", "C", "C", "N", "C", "C", "O", "C", "H", "H", "H", "H", "H", "H", "H", "H", "H", "H", "H", "H", "H", "H", "H", "C", "O", "C", "C", "N", "C", "C", "O", "C", "H", "H", "H", "H", "H", "H", "H", "H", "H", "H", "H", "H", "H", "H", "H", "C", "C", "C", "O", "C", "N", "H", "H", "H", "H", "H", "H", "H", "H", "H", "H", "H", "C", "C", "C", "O", "C", "N", "H", "H", "H", "H", "H", "H", "H", "H", "H", "H", "H", "C", "C", "C", "O", "C", "N", "H", "H", "H", "H", "H", "H", "H", "H", "H", "H", "H", "C", "C", "C", "O", "C", "N", "H", "H", "H", "H", "H", "H", "H", "H", "H", "H", "H"],
  "coordinates": [[0.92490, -0.48792, -0.06000], [1.35177, -0.51120, -1.22799], [0.90207, 0.59906, 0.58478], [0.35637, -1.50194, 0.42651], [4.13025, 0.37716, 5.05054], [3.80561, -0.95514, 4.78935], [2.61030, -1.09791, 4.05663], [2.55410, -2.50094, 3.48790], [1.24523, -2.72162, 2.87811], [0.99193, -4.08681, 2.44951], [1.86815, -4.63985, 1.33683], [3.10816, -5.05278, 1.89875], [3.90069, -5.80511, 1.04023], [4.12794, 0.97677, 4.13132], [5.12428, 0.49042, 5.48072], [3.42240, 0.87537, 5.72560], [2.47808, -0.38788, 3.22506], [1.75025, -0.87587, 4.70428], [2.63986, -3.24299, 4.28408], [3.37690, -2.62511, 2.77688], [1.03666, -2.12391, 2.07815], [-0.04751, -4.02302, 2.10701], [1.02891, -4.85092, 3.23256], [2.05165, -3.95866, 0.49967], [1.37754, -5.53249, 0.91853], [4.07988, -5.30699, 0.07594], [3.41016, -6.75872, 0.80186], [4.89798, -6.00778, 1.42711], [-6.61577, 2.92383, 1.47566], [-6.00895, 4.13130, 1.87739], [-5.09431, 4.05056, 2.95091], [-3.83460, 3.23286, 2.68623], [-3.08994, 3.69957, 1.52232], [-1.98789, 2.75223, 1.19050], [-2.46926, 1.53846, 0.40118], [-3.37516, 1.92143, -0.62116], [-4.25141, 0.94701, -1.08611], [-5.81993, 2.17183, 1.42376], [-7.11334, 3.02636, 0.51755], [-7.32849, 2.53606, 2.21558], [-5.59691, 3.58707, 3.81254], [-4.85078, 5.09026, 3.16844], [-4.18526, 2.19642, 2.54945], [-3.24742, 3.27458, 3.60648], [-3.75299, 3.57624, 0.75601], [-1.48831, 2.47846, 2.11749], [-1.29453, 3.34488, 0.58886], [-3.01180, 0.87844, 1.08504], [-1.58924, 1.04182, -0.01545], [-3.71689, 0.02967, -1.36460], [-4.73937, 1.31817, -1.99201], [-5.08153, 0.71651, -0.40326], [-3.22026, -2.92826, 3.71459], [-2.97455, -2.46957, 2.28668], [-4.16116, -1.84894, 1.58876], [-5.22625, -2.77952, 1.36071], [-6.46862, -2.16962, 1.31482], [-1.89254, -1.46930, 2.25950], [-2.50027, -3.71356, 3.94582], [-4.21858, -3.36460, 3.82481], [-3.18257, -2.10979, 4.43552], [-2.70128, -3.39811, 1.76358], [-3.84243, -1.48714, 0.60291], [-4.58229, -0.98185, 2.11046], [-7.25362, -2.92483, 1.21804], [-6.63537, -1.52126, 0.44015], [-6.72774, -1.57076, 2.19796], [-1.05833, -1.90016, 2.65837], [-1.63538, -1.40003, 1.27480], [4.89350, -0.50259, 1.13852], [4.68155, 0.99726, 1.18154], [5.99890, 1.76354, 1.19119], [5.76750, 3.12691, 1.46781], [6.79954, 3.99097, 1.09441], [3.83090, 1.41638, 0.06221], [3.92249, -0.98682, 1.02352], [5.39762, -0.93152, 2.00932], [5.52010, -0.82361, 0.30022], [4.13336, 1.25670, 2.09895], [6.52879, 1.56639, 0.25326], [6.59550, 1.34831, 2.01555], [7.66598, 3.93952, 1.76511], [6.37456, 4.99420, 1.04219], [7.16996, 3.78600, 0.07890], [2.87789, 1.14639, 0.32108], [3.79433, 2.43075, 0.01859], [-0.39429, -3.58787, -5.83413], [-0.25366, -2.08073, -5.59100], [-0.42643, -1.65549, -4.15717], [-1.63194, -2.16308, -3.61231], [-1.63792, -2.06814, -2.20245], [1.10095, -1.69030, -6.01652], [0.26890, -4.08357, -5.11818], [-0.06778, -3.88781, -6.82847], [-1.41133, -3.91652, -5.62480], [-1.04391, -1.60159, -6.18860], [-0.40821, -0.55898, -4.11457], [0.39988, -2.05714, -3.55807], [-1.47013, -1.01379, -1.95673], [-0.90163, -2.64809, -1.64296], [-2.64246, -2.33315, -1.87270], [1.23569, -0.69134, -5.83185], [1.11014, -1.64404, -7.03733], [1.93748, 5.20869, -5.09090], [1.70591, 3.73964, -4.80190], [0.41214, 3.48317, -4.06465], [0.41474, 2.23638, -3.42704], [-0.74676, 1.97992, -2.67662], [1.79020, 2.96434, -6.06561], [2.93112, 5.41826, -5.48800], [1.90401, 5.72676, -4.12692], [1.19221, 5.64881, -5.75435], [2.56855, 3.34737, -4.24712], [-0.43269, 3.58823, -4.75471], [0.35449, 4.24895, -3.27813], [-0.67683, 2.56035, -1.74807], [-0.72551, 0.95123, -2.31640], [-1.66427, 2.15903, -3.24148], [2.62023, 3.22589, -6.58728], [1.95747, 1.98589, -5.84552]],
  "atomic_forces_ev_per_a": [[-1.196, 0.975, -1.056], [0.116, -0.233, 0.792], [0.450, -0.743, 0.035], [0.510, -0.097, -0.036], [-0.161, 0.930, -0.270], [0.516, 0.051, -0.128], [-0.710, -0.015, 0.010], [-0.652, 0.155, -0.143], [0.182, -0.499, 0.530], [-0.406, 0.491, -0.643], [0.159, -0.636, -0.239], [0.340, 0.286, 0.632], [-0.083, -0.257, -1.105], [-0.003, -0.098, -0.023], [0.048, -0.487, 0.089], [-0.138, -0.207, 0.124], [0.582, 0.139, 0.023], [-0.022, -0.328, 0.092], [0.303, 0.045, 0.040], [0.146, -0.109, 0.151], [0.319, 0.161, 0.114], [0.069, -0.517, -0.261], [0.035, 0.427, 0.406], [-0.143, 0.291, 0.137], [-0.096, 0.002, -0.042], [-0.187, 0.173, 0.023], [0.063, -0.109, 0.039], [-0.186, 0.105, 0.581], [0.949, -0.598, 0.849], [-0.486, 0.442, -0.702], [-0.030, -0.175, 0.124], [-0.717, -0.060, -0.214], [-0.215, -0.792, 0.262], [-0.590, 1.284, -0.533], [-0.169, -0.425, 0.670], [0.194, 1.166, -0.130], [-0.199, -0.463, -0.511], [-0.309, -0.256, -0.479], [0.105, 0.273, -0.078], [-0.133, 0.253, 0.074], [0.012, 0.181, 0.138], [0.069, -0.044, 0.101], [0.354, -0.134, 0.269], [0.201, -0.048, -0.130], [0.176, 0.519, -0.118], [0.128, -0.332, -0.150], [0.190, -0.279, -0.023], [0.258, -0.294, 0.020], [-0.098, -0.293, 0.057], [-0.126, -0.058, 0.145], [0.233, 0.151, 0.008], [0.306, -0.089, 0.333], [-0.719, -0.081, 0.090], [0.232, -0.094, 0.557], [-0.625, 0.055, -0.693], [0.504, -0.175, 0.504], [-1.254, 0.192, -0.421], [-0.333, -0.752, -0.555], [0.089, 0.193, 0.347], [0.068, -0.127, -0.184], [0.332, 0.055, -0.074], [-0.125, 0.165, -0.424], [0.144, 0.096, 0.035], [0.327, -0.001, 0.350], [0.265, -0.244, 0.136], [0.441, 0.102, -0.024], [0.342, -0.035, 0.145], [-0.032, 0.251, 0.244], [0.274, 0.450, 0.163], [0.261, -0.462, -0.172], [-0.306, 0.751, 0.045], [-0.215, -0.863, 0.817], [-0.307, 0.049, -0.462], [0.137, 0.105, -0.597], [0.046, -0.126, 0.080], [0.040, -0.091, 0.012], [-0.252, 0.324, 0.298], [-0.206, 0.291, -0.256], [0.414, -0.136, 0.255], [-0.010, 0.399, -0.169], [0.231, -0.069, -0.101], [-0.107, 0.114, 0.143], [0.166, 0.048, 0.366], [-0.068, -0.202, 0.059], [0.030, -0.017, -0.559], [0.161, -0.019, 0.099], [0.274, 0.179, 1.047], [-0.284, -0.518, -0.940], [0.128, -0.487, 0.503], [0.099, -0.439, -0.255], [-0.555, 0.941, 0.018], [-0.074, 1.073, -0.680], [-0.035, -0.150, -0.074], [-0.161, 0.163, -0.144], [-0.005, -0.033, -0.163], [0.093, 0.218, 0.028], [0.063, -0.002, 0.195], [0.203, 0.248, -0.106], [0.042, -0.048, 0.399], [0.231, -0.191, -0.424], [-0.007, -0.125, 0.023], [0.003, -0.256, 0.570], [0.020, -0.581, 0.094], [-0.082, 0.310, 0.727], [1.327, -1.039, -1.029], [0.222, 0.430, 0.637], [0.302, -0.732, -0.892], [0.447, 0.029, 0.821], [-0.441, -0.225, -0.361], [-0.005, -0.249, -0.203], [-0.113, 0.180, -0.156], [-0.071, -0.124, -0.025], [-0.402, 0.482, 0.882], [-0.090, 0.026, -0.027], [-0.300, 0.201, -0.084], [-0.521, 0.334, -0.168], [0.175, -0.085, -0.397], [-0.055, 0.170, 0.070], [-0.042, 0.274, 0.084], [-0.297, 0.055, 0.128]],
  "total_energy_ev": -63183.336,
  "homo_lumo_gap_ev": 8.43,
  "e_homo_ev": -5.990,
  "total_charge": -1,
  "de_lowest_kj_mol": 0.0,
  "largest_force_ev_per_a": 1.97,
  "lumo_ev": 2.4
}